Entry 1:
The following is a quantum chemistry calculation of a 2-piece molecular cluster, C5H15N2 overall in a non-equilibrium geometry, from OMol25.

XYZ file:
```
22
Properties=species:S:1:pos:R:3:forces:R:3:nbo_charge:R:1
N 1.369 -0.294 1.716 0.3 0.4 -1.2 -0.7920
C 1.892 0.236 0.444 -1.1 -1.4 0.6 -0.0287
C 3.364 -0.045 0.311 0.3 0.3 0.8 -0.6398
C 1.059 -0.511 -0.676 -0.2 2.1 0.2 -0.3592
N -0.309 -0.339 -0.467 0.4 -1.1 0.0 0.1634
C -1.131 -0.551 -1.569 0.9 -0.3 -1.7 -0.5471
C -3.984 0.790 0.521 0.5 0.6 0.3 -0.8485
H -3.478 1.641 0.985 0.3 -0.1 -0.3 0.2178
H 0.386 -0.078 1.755 -0.2 0.1 0.5 0.3739
H 1.847 0.127 2.497 0.1 -0.1 0.3 0.3911
H 1.612 1.283 0.329 0.3 0.2 -0.3 0.2080
H 3.592 -1.077 0.576 -0.2 -0.1 -0.3 0.2356
H 3.856 0.534 1.100 0.1 0.1 -0.2 0.2434
H 3.806 0.237 -0.640 -0.1 0.0 -0.1 0.2363
H 1.282 -1.586 -0.588 -0.1 -0.2 0.2 0.3751
H 1.323 -0.173 -1.691 0.0 -0.5 -0.2 0.2505
H -0.600 -0.868 -2.480 0.2 -0.2 0.3 0.2199
H -1.631 0.361 -1.945 -0.4 0.1 0.9 0.3435
H -1.889 -1.300 -1.307 -0.4 0.4 0.4 0.3252
H -4.088 0.066 1.325 -0.7 -0.1 -0.2 0.2268
H -4.881 1.210 0.076 -0.4 -0.5 0.3 0.2355
H -3.396 0.337 -0.273 0.2 0.1 0.0 0.1692
```
Positions in Å, forces in eV/Å.

As for the HOMO-LUMO gap: 5.59 eV. The value obtained for the relative energy (zero: lowest compared OMol25 entry of this formula, charge and spin) is 486.0 kJ/mol. The charge is +1. The multiplicity is 1. The molar mass is 103.19 g/mol.



Entry 2:
The following is a quantum chemistry calculation of an isolated ion of composition C5H15N2 and charge +2 in a non-equilibrium geometry, from OMol25.

XYZ file:
```
22
Properties=species:S:1:pos:R:3:forces:R:3:lowdin_spin:R:1
N -0.271 0.750 2.666 -0.4 -2.3 1.9 0.7669
C -0.393 -0.681 2.424 -0.1 0.6 -2.9 0.0995
C 0.553 -1.115 1.255 -0.1 -1.9 0.4 0.0310
N 0.565 -0.246 0.037 1.6 -0.4 -0.3 0.0064
C -0.142 -0.786 -1.220 -0.8 -0.5 0.2 0.0008
C -0.654 0.340 -2.071 -1.3 0.8 0.2 0.0008
C 0.307 1.504 -2.382 -0.1 -0.5 -0.3 0.0000
H 0.334 0.727 0.238 -0.2 0.0 -0.4 0.0049
H 0.629 1.057 3.057 -0.2 0.7 -0.3 0.0172
H -1.162 1.125 3.016 0.4 0.9 -0.2 0.0160
H -1.400 -0.871 2.055 -0.3 0.1 0.6 0.0028
H -0.207 -1.284 3.328 0.2 0.2 0.2 0.0521
H 0.222 -2.091 0.868 -0.4 0.2 0.5 0.0015
H 1.532 -1.420 1.629 0.4 1.0 -0.2 -0.0002
H 1.535 -0.238 -0.296 0.1 0.5 0.4 0.0000
H 0.522 -1.416 -1.819 0.5 0.2 0.6 0.0002
H -0.895 -1.464 -0.806 -0.3 0.3 -0.4 0.0001
H -1.105 -0.111 -2.959 0.5 0.0 -0.2 0.0000
H -1.563 0.780 -1.619 0.4 -0.1 0.3 0.0001
H -0.316 2.300 -2.794 0.3 0.1 0.1 0.0000
H 0.829 1.873 -1.490 -0.2 0.2 -0.1 0.0000
H 1.082 1.266 -3.117 -0.2 -0.1 0.1 0.0000
```
Positions in Å, forces in eV/Å.

As for the HOMO-LUMO gap (spin up / spin down): 11.37 / 5.48 eV. The value obtained for the relative energy (zero: lowest compared OMol25 entry of this formula, charge and spin) is 204.2 kJ/mol. The expectation value of S² is 0.7542. The charge is +2. The multiplicity is 2. The molar mass is 103.19 g/mol.



Entry 3:
The following is a quantum chemistry calculation of an isolated ion of composition C5H15N2 and charge +2 in a non-equilibrium geometry, from OMol25.

XYZ file:
```
22
Properties=species:S:1:pos:R:3:forces:R:3:lowdin_spin:R:1
C -0.916 -0.757 0.036 0.9 -1.7 0.5 0.0692
N -1.848 0.306 0.315 -1.6 -1.8 0.2 0.6624
C -2.996 0.535 -0.514 0.2 1.6 -1.0 0.1037
C 0.496 -0.248 -0.304 -0.1 0.5 0.3 0.0373
N 1.327 -1.410 -0.829 -1.1 0.1 0.2 0.0018
C 2.258 1.402 0.539 -1.3 -0.1 0.5 0.0020
C 1.245 0.281 0.939 1.2 -0.1 -1.3 0.0020
H -1.263 -1.493 -0.703 -0.4 0.8 -0.4 0.0104
H -0.810 -1.381 0.940 -0.2 0.4 0.1 0.0129
H -2.090 0.362 1.310 0.5 0.7 0.0 0.0132
H -3.643 -0.349 -0.569 0.0 -0.3 0.3 0.0573
H -3.560 1.402 -0.167 -0.1 -0.3 0.4 0.0044
H -2.741 0.779 -1.558 0.4 -0.4 0.2 0.0198
H 0.327 0.458 -1.126 0.8 0.1 0.2 0.0006
H 2.319 -1.163 -0.927 -0.1 0.1 -0.2 0.0005
H 1.259 -2.134 -0.106 0.3 -0.3 -0.3 0.0005
H 0.934 -1.779 -1.704 0.5 0.0 0.0 0.0003
H 2.948 1.274 -0.293 0.0 -0.8 0.0 0.0001
H 1.580 2.186 0.208 0.4 0.7 0.3 0.0000
H 2.828 1.663 1.427 0.0 0.4 -0.1 0.0006
H 0.570 0.644 1.711 -0.1 0.2 -0.1 0.0008
H 1.776 -0.577 1.375 -0.2 0.1 0.2 0.0002
```
Positions in Å, forces in eV/Å.

As for the HOMO-LUMO gap (spin up / spin down): 12.56 / 7.38 eV. The value obtained for the relative energy (zero: lowest compared OMol25 entry of this formula, charge and spin) is 112.2 kJ/mol. The expectation value of S² is 0.7542. The charge is +2. The multiplicity is 2. The molar mass is 103.19 g/mol.



Entry 4:
The following is a quantum chemistry calculation of an isolated ion of composition C5H15N2 and charge +2 in a non-equilibrium geometry, from OMol25.

XYZ file:
```
22
Properties=species:S:1:pos:R:3:forces:R:3:lowdin_spin:R:1
C -0.144 -1.616 1.405 0.9 0.3 -1.8 0.0002
C 0.798 -1.362 0.159 1.3 2.6 1.2 0.0085
C 0.167 -0.915 -1.190 1.0 -1.4 0.1 0.0522
C -0.856 0.222 -1.213 -2.1 2.0 -1.9 0.0571
N -0.296 1.550 -1.494 3.0 -1.0 0.9 0.6987
C 0.568 2.293 -0.580 0.1 0.7 -0.3 0.0821
N -0.687 -0.323 2.074 1.2 -1.1 0.4 0.0004
H 0.302 -2.188 2.217 0.1 -0.1 -0.4 0.0001
H -0.964 -2.145 0.923 -0.5 -0.1 0.9 0.0000
H 1.582 -0.556 0.374 -1.2 -0.4 0.4 0.0014
H 1.585 -2.114 0.008 -1.0 -0.7 -0.1 0.0029
H -0.312 -1.767 -1.678 -0.2 0.0 0.0 0.0060
H 1.072 -0.736 -1.800 -0.7 0.3 -0.2 -0.0003
H -1.443 0.356 -0.291 0.1 -0.3 -0.4 0.0075
H -1.584 0.216 -2.124 0.9 -1.1 1.8 0.0060
H -0.019 1.715 -2.466 -0.6 0.0 -0.1 0.0129
H 1.230 2.913 -1.211 -1.0 0.8 0.5 -0.0006
H 1.402 1.766 -0.067 -1.0 -0.9 0.0 0.0359
H -0.097 2.783 0.183 0.9 0.0 -0.7 0.0283
H -0.728 -0.507 3.097 -1.0 0.1 -0.6 0.0000
H -1.546 -0.036 1.623 -0.5 0.1 0.7 0.0004
H -0.028 0.451 2.051 0.3 0.1 -0.5 0.0000
```
Positions in Å, forces in eV/Å.

As for the HOMO-LUMO gap (spin up / spin down): 12.64 / 8.45 eV. The value obtained for the relative energy (zero: lowest compared OMol25 entry of this formula, charge and spin) is 163.3 kJ/mol. The expectation value of S² is 0.7545. The charge is +2. The multiplicity is 2. The molar mass is 103.19 g/mol.



Entry 5:
The following is a quantum chemistry calculation of a 2-piece molecular cluster, C5H15N2O overall in a non-equilibrium geometry, from OMol25.

XYZ file:
```
23
Properties=species:S:1:pos:R:3:forces:R:3:nbo_charge:R:1
C 2.849 -1.957 -0.725 -0.3 -1.0 0.0 -0.4273
N 1.523 -1.471 -1.135 0.4 0.0 0.6 -0.7034
C 1.560 0.056 -1.099 -0.2 -0.3 0.6 0.1474
O 2.452 0.605 -1.881 0.2 0.3 -0.2 -0.9337
H 3.649 -1.436 -1.265 0.0 -0.2 0.0 0.1951
H 2.920 -3.077 -0.864 0.0 1.0 -0.1 0.1558
H 2.999 -1.793 0.350 -0.1 0.1 -0.1 0.1669
H 1.465 -1.665 -2.125 -0.1 -0.1 -0.4 0.3270
H 1.693 0.250 0.027 0.0 0.0 -0.3 0.0277
H 0.491 0.340 -1.284 0.2 -0.1 -0.2 0.0618
C -2.103 1.217 2.010 0.1 -0.8 0.2 -0.4135
N -2.156 0.714 0.635 0.2 0.2 0.2 -0.4515
C -1.559 1.688 -0.276 0.6 0.2 -0.6 -0.4272
C -1.456 -0.576 0.530 -0.1 0.2 1.7 -0.4205
H -2.662 2.154 2.089 0.0 -0.1 0.0 0.1865
H -1.048 1.412 2.341 -0.5 -0.2 -0.1 0.1643
H -2.571 0.450 2.695 0.5 0.8 -0.6 0.1877
H -1.651 1.315 -1.335 0.2 0.4 1.1 0.2076
H -2.097 2.658 -0.209 0.2 -0.5 0.0 0.1778
H -0.449 1.883 -0.063 -1.3 -0.3 -0.3 0.1920
H -1.503 -0.954 -0.464 0.1 -0.2 -0.8 0.2116
H -1.957 -1.310 1.202 0.2 0.4 -0.4 0.1734
H -0.389 -0.503 0.847 -0.5 -0.1 -0.3 0.1944
```
Positions in Å, forces in eV/Å.

As for the HOMO-LUMO gap: 6.19 eV. The value obtained for the relative energy (zero: lowest compared OMol25 entry of this formula, charge and spin) is 115.0 kJ/mol. The charge is -1. The multiplicity is 1. The molar mass is 119.19 g/mol.



Entry 6:
The following is a quantum chemistry calculation of a 2-piece molecular cluster, C5H15N2O overall in a non-equilibrium geometry, from OMol25.

XYZ file:
```
23
Properties=species:S:1:pos:R:3:forces:R:3:lowdin_spin:R:1
C -2.645 -0.605 -1.071 1.7 -0.1 0.0 0.0363
N -1.171 -0.624 -1.387 -0.2 -1.2 0.0 0.0015
C -0.377 -1.834 -0.692 -1.0 0.6 0.4 0.0031
O -0.740 -3.056 -1.005 -0.4 -0.3 -0.4 0.0035
H -3.120 -1.604 -1.144 0.1 0.4 0.0 0.0017
H -3.122 0.139 -1.734 0.0 -0.4 0.2 0.0071
H -2.703 -0.240 -0.038 -0.3 -0.1 -0.1 0.0222
H -1.075 -0.958 -2.349 -0.3 0.2 0.0 0.0003
H -0.458 -1.586 0.386 -0.2 0.2 0.3 0.0069
H 0.661 -1.593 -0.931 0.5 0.3 -0.5 0.0002
C 0.630 1.182 1.348 -0.8 -0.7 1.2 0.2812
C 1.765 0.581 0.530 -0.4 0.0 -0.2 0.0395
C 1.718 1.195 -0.859 0.5 0.4 -0.7 0.0266
N 0.430 0.459 2.622 0.1 -0.4 -0.3 0.1070
H -0.308 1.070 0.794 0.2 0.1 -0.1 0.0200
H 0.754 2.268 1.501 0.2 -0.2 0.0 0.1347
H 1.588 -0.496 0.432 0.2 0.2 0.3 0.0005
H 2.703 0.739 1.079 0.0 0.0 -0.3 0.0374
H 1.755 2.288 -0.789 -0.1 0.1 0.0 0.0286
H 0.798 0.909 -1.396 0.3 0.0 0.4 0.0011
H 2.578 0.938 -1.508 -0.2 -0.2 0.3 0.0021
H -0.473 -0.020 2.728 0.7 0.7 0.0 0.0776
H 0.812 0.849 3.481 -0.4 0.2 -0.3 0.1610
```
Positions in Å, forces in eV/Å.

As for the HOMO-LUMO gap (spin up / spin down): 2.55 / 6.67 eV. The expectation value of S² is 0.7507. The charge is -2. The multiplicity is 2. The molar mass is 119.19 g/mol.



Entry 7:
The following is a quantum chemistry calculation of a 2-piece molecular cluster, C5H15N2O overall in a non-equilibrium geometry, from OMol25.

XYZ file:
```
23
Properties=species:S:1:pos:R:3:forces:R:3:nbo_charge:R:1
C -3.150 0.302 0.990 -0.6 -0.2 -0.5 -0.6568
C -1.618 0.360 1.233 0.1 0.1 -1.4 -0.0277
C -0.852 1.056 -0.015 -2.8 -1.7 0.9 -0.4814
C 0.501 0.512 -0.192 1.3 0.2 -0.4 -0.1113
C 1.215 0.731 -1.289 -0.8 1.1 0.5 -0.1080
N 2.661 0.543 -1.379 2.3 -0.4 -1.0 -0.6948
N -1.083 -0.991 1.372 0.4 -0.3 -0.3 -0.8648
H -3.553 0.839 0.118 0.5 0.9 0.5 0.2194
H -3.571 -0.688 0.656 1.0 0.3 1.0 0.2225
H -3.623 0.622 1.919 -0.5 -0.1 -0.3 0.2302
H -1.369 0.990 2.115 -0.3 -0.7 -0.4 0.1996
H -1.456 0.811 -0.910 0.2 0.1 0.2 0.2275
H -1.032 2.109 0.161 0.9 0.4 -0.3 0.2547
H 0.877 -0.167 0.567 0.2 0.4 0.3 0.2542
H 0.808 1.319 -2.126 0.5 -0.3 0.3 0.2232
H 2.892 0.177 -2.305 -0.2 -0.6 -0.1 0.4315
H 3.147 1.448 -1.472 -0.4 0.0 0.7 0.4325
H 3.241 -0.097 -0.736 -2.0 0.8 -0.4 0.4879
H -1.320 -1.464 0.480 0.0 -0.1 1.2 0.3544
H -1.433 -1.510 2.185 -0.1 0.3 -0.7 0.3875
H 2.188 -2.603 -0.193 0.5 -0.3 0.0 0.5162
H 3.707 -2.331 -0.643 -0.3 -0.8 0.3 0.4987
O 2.823 -1.967 -0.537 0.1 0.8 -0.2 -0.9953
```
Positions in Å, forces in eV/Å.

As for the HOMO-LUMO gap: 8.94 eV. The value obtained for the relative energy (zero: lowest compared OMol25 entry of this formula, charge and spin) is 232.5 kJ/mol. The charge is +1. The multiplicity is 1. The molar mass is 119.19 g/mol.



Entry 8:
The following is a quantum chemistry calculation of a 2-piece molecular cluster, C5H15N2O overall in a non-equilibrium geometry, from OMol25.

XYZ file:
```
23
Properties=species:S:1:pos:R:3:forces:R:3:nbo_charge:R:1
C 1.575 2.166 -2.058 -1.2 1.7 -2.1 -0.6503
C 0.324 1.298 -1.762 1.8 -0.3 3.2 -0.3993
C 0.720 0.613 -0.341 1.5 3.9 0.1 -0.4239
C 0.053 -0.603 0.053 -0.5 -0.6 -0.3 -0.0469
C 0.539 -1.770 -0.435 1.5 -0.6 0.3 0.0615
N 0.125 -3.073 -0.215 -2.2 -1.2 -0.7 -0.8214
N -1.216 -0.267 0.740 -2.8 1.6 -1.6 -0.7111
H 1.219 3.209 -2.218 0.1 -0.6 -0.5 0.2209
H 1.885 1.773 -3.056 0.7 0.8 1.0 0.2291
H 2.385 2.413 -1.349 -0.4 -1.3 0.0 0.2315
H -0.588 1.929 -1.581 0.7 -0.9 -0.7 0.2065
H 0.284 0.500 -2.498 -0.7 0.2 -0.1 0.2112
H 0.558 1.605 0.382 0.5 -2.9 -1.1 0.2070
H 1.833 0.331 -0.276 -1.5 1.0 -0.5 0.2424
H 1.617 -1.684 -0.977 -2.8 -0.1 1.4 0.2410
H 0.735 -3.833 -0.571 -0.8 1.1 0.3 0.4179
H -0.938 -3.369 -0.242 3.1 1.1 0.1 0.4039
H -2.078 -0.096 0.054 2.4 0.2 1.0 0.4311
H -1.716 -0.918 1.301 0.4 -1.4 1.2 0.4316
H -1.145 0.624 1.356 0.1 -1.6 -0.9 0.4967
H -2.061 0.527 3.944 1.6 1.2 -2.2 0.5053
H -1.483 1.958 3.642 0.1 -2.3 -1.3 0.5096
O -1.517 1.024 3.209 -1.6 1.2 3.4 -0.9944
```
Positions in Å, forces in eV/Å.

As for the HOMO-LUMO gap: 8.73 eV. The value obtained for the relative energy (zero: lowest compared OMol25 entry of this formula, charge and spin) is 337.5 kJ/mol. The charge is +1. The multiplicity is 1. The molar mass is 119.19 g/mol.



Entry 9:
The following is a quantum chemistry calculation of a 2-piece molecular cluster, C5H15N2O overall in a non-equilibrium geometry, from OMol25.

XYZ file:
```
23
Properties=species:S:1:pos:R:3:forces:R:3:nbo_charge:R:1
C -1.869 1.501 -1.407 -2.4 2.4 0.3 -0.6137
C 0.268 -1.485 -1.663 0.4 -1.6 1.1 -0.4311
C 0.878 0.733 1.862 1.2 -0.2 2.1 -0.4884
C -1.944 0.285 -0.467 3.6 -0.3 -4.3 -0.4783
C -0.551 0.146 0.050 0.0 -0.7 0.8 0.5934
N 0.393 -0.622 -0.497 -2.6 -0.2 0.2 -0.5409
N -0.319 0.883 1.117 1.9 -0.8 -1.3 -0.5043
O 2.794 -1.259 1.328 5.5 1.5 -2.8 -0.9619
H -2.955 1.817 -1.651 1.6 -0.5 0.3 0.2433
H -1.389 1.431 -2.387 0.4 -0.3 0.5 0.2364
H -1.475 2.375 -0.799 -0.2 -0.9 -1.1 0.2172
H -0.567 -2.139 -1.853 -1.0 -0.2 1.3 0.2268
H 0.168 -0.830 -2.440 0.9 1.3 -2.8 0.2138
H 1.111 -2.202 -1.612 -0.1 1.0 -0.6 0.2408
H 1.358 1.532 2.388 -0.8 1.9 -0.2 0.2470
H 0.695 0.113 2.739 0.0 -0.8 -0.3 0.2097
H 1.760 0.402 1.341 -0.5 -0.5 -0.6 0.2602
H -2.727 0.438 0.140 -2.1 0.4 3.0 0.2476
H -2.154 -0.576 -1.054 -0.4 -0.9 -0.5 0.2382
H 1.281 -0.755 -0.096 1.1 0.4 1.2 0.4470
H 3.847 -1.333 1.442 -3.5 0.3 -0.7 0.5075
H -1.113 1.291 1.493 -1.4 1.1 1.1 0.4148
H 2.508 -1.746 2.026 -1.6 -2.4 3.3 0.4750
```
Positions in Å, forces in eV/Å.

As for the HOMO-LUMO gap: 11.45 eV. The value obtained for the relative energy (zero: lowest compared OMol25 entry of this formula, charge and spin) is 184.2 kJ/mol. The charge is +1. The multiplicity is 1. The molar mass is 119.19 g/mol.



Entry 10:
The following is a quantum chemistry calculation of a 2-piece molecular cluster, C5H15N2O overall, from OMol25.

XYZ file:
```
23
Properties=species:S:1:pos:R:3:forces:R:3:nbo_charge:R:1
C 0.752 0.553 3.383 -0.2 -0.1 0.0 -0.6704
C -0.063 0.197 2.183 0.2 0.1 0.3 0.1329
C -1.141 0.800 1.733 0.0 -0.2 -0.3 -0.3608
N 0.451 -0.974 1.421 0.0 -0.3 0.1 -0.7338
H 0.363 1.470 3.818 0.0 0.0 0.0 0.2592
H 0.691 -0.226 4.148 0.0 0.0 0.0 0.2399
H 1.802 0.710 3.137 0.1 0.0 -0.1 0.2348
H -1.621 0.447 0.831 -0.2 0.1 0.0 0.2238
H -1.540 1.655 2.252 -0.1 0.1 0.0 0.2421
H 1.239 -1.398 1.914 0.0 0.1 -0.1 0.4352
H 0.767 -0.676 0.446 0.3 -0.1 0.0 0.4726
H -0.243 -1.717 1.317 -0.1 0.2 0.1 0.4352
C -1.306 0.060 -3.265 -0.2 0.2 0.3 -0.4260
N -0.622 -0.151 -1.976 0.1 -0.4 -0.2 -0.6439
C 0.808 -0.251 -2.141 0.0 0.0 0.1 0.0836
O 1.467 -0.061 -0.872 -0.2 0.1 0.1 -0.7319
H -1.033 1.039 -3.648 0.1 0.0 -0.1 0.2075
H -2.382 0.078 -3.093 0.1 -0.1 0.0 0.2191
H -1.086 -0.701 -4.016 0.1 0.0 0.0 0.1873
H -0.948 -1.038 -1.603 -0.1 0.1 0.0 0.3458
H 1.157 -1.220 -2.506 0.0 0.0 0.0 0.1724
H 1.145 0.532 -2.812 0.0 0.0 -0.2 0.1839
H 1.345 0.872 -0.650 0.1 0.1 -0.1 0.4916
```
Positions in Å, forces in eV/Å.

As for the HOMO-LUMO gap: 10.01 eV. The value obtained for the relative energy (zero: lowest compared OMol25 entry of this formula, charge and spin) is 163.0 kJ/mol. The charge is +1. The multiplicity is 1. The molar mass is 119.19 g/mol.